Record 1
Density functional theory data (wB97M-V/def2-TZVPD) for a structure of composition C12H15N2NiO7S3.

Its highest occupied orbital energy (spin up / spin down) is -5.3 / -5.3 eV. The net charge is -1. Its energy above the lowest of the compared OMol25 structures with the same formula, charge and spin is 51.3 kcal per mole.

Each line ends with the natural charge from an NBO analysis.
Geometry (Å):
Ni  0.5751  1.0161  0.6794  1.0055
O  2.3028  2.8914  -2.5501  -0.9816
S  1.1705  2.3801  -1.8192  2.4139
O  0.3375  3.3364  -1.1251  -0.9860
O  1.6047  1.2742  -0.8997  -1.0073
C  0.1158  1.5861  -3.0311  -0.3683
C  0.6363  1.4091  -4.3043  -0.1852
C  -0.1277  0.8072  -5.2959  -0.2258
C  -1.4154  0.3845  -5.0129  -0.2105
C  -1.9391  0.5650  -3.7387  -0.2456
C  -1.1812  1.1567  -2.7436  -0.1578
S  -1.9669  1.3171  -1.0893  1.5461
O  -0.9601  0.4458  -0.2975  -1.1059
O  -3.2129  0.5293  -1.2476  -1.0213
O  -0.1348  0.8828  2.4139  -0.5059
H  1.6412  1.7549  -4.5028  0.2404
H  0.2875  0.6741  -6.2874  0.2031
H  -2.0166  -0.0856  -5.7821  0.2016
H  -2.9388  0.2379  -3.4815  0.2457
C  3.3301  1.4944  2.0533  -0.7391
C  1.8828  1.2698  1.9067  0.3753
O  1.2005  1.1429  2.9705  -0.2354
H  3.6368  1.5884  3.0952  0.2159
H  3.6060  2.3771  1.4749  0.2561
H  3.8287  0.6434  1.5847  0.2713
C  0.3025  -2.1829  4.2054  -0.4102
N  -0.3304  -2.3436  2.9231  -0.4264
C  -1.7440  -2.0144  2.7819  -0.2177
C  -1.9596  -2.0680  1.2632  -0.2366
N  -0.5976  -2.1806  0.7477  -0.5984
C  0.3162  -2.2114  1.7419  0.3382
S  1.9748  -2.1211  1.5144  -0.3376
H  0.1941  -1.1527  4.5579  0.1993
H  1.3596  -2.4156  4.1051  0.2406
H  -0.1555  -2.8613  4.9289  0.1842
H  -1.9253  -1.0155  3.1897  0.2061
H  -2.3611  -2.7380  3.3184  0.1859
H  -2.4338  -1.1724  0.8667  0.2496
H  -2.5472  -2.9403  0.9698  0.1812
H  -0.3555  -1.6611  -0.0842  0.4428

Atomic forces in eV per Å
Ni 0.0 0.0 -0.1
O 0.0 0.0 0.0
S 0.0 0.0 -0.1
O 0.0 0.0 0.0
O 0.0 0.0 0.1
C 0.0 0.0 0.0
C 0.0 0.0 0.0
C 0.0 0.0 0.0
C 0.0 0.0 0.0
C 0.0 0.0 0.0
C 0.0 0.0 0.0
S 0.0 0.0 0.0
O -0.1 0.0 0.0
O 0.0 0.0 0.0
O 0.0 -0.1 0.0
H 0.0 0.0 0.0
H 0.0 0.0 0.0
H 0.0 0.0 0.0
H 0.0 0.0 0.0
C 0.0 0.0 0.0
C 0.0 0.0 0.1
O 0.0 0.0 0.0
H 0.0 0.0 0.0
H 0.0 0.0 0.0
H 0.0 0.0 0.0
C 0.0 0.0 0.0
N 0.0 0.0 0.0
C 0.0 0.0 0.0
C 0.0 0.0 0.0
N 0.0 0.1 0.0
C 0.0 0.0 0.0
S 0.0 0.0 0.0
H 0.0 0.0 0.0
H 0.0 0.0 0.0
H 0.0 0.0 0.0
H 0.0 0.0 0.0
H 0.0 0.0 0.0
H 0.0 0.0 0.0
H 0.0 0.0 0.0
H 0.0 0.0 0.0

---

Record 2
Density functional theory data (wB97M-V/def2-TZVPD) for a structure of composition C27H22BrClFIO6S.

Its highest occupied orbital energy is -9.5 eV. The net charge is 0.

Each line ends with the natural charge from an NBO analysis.
Geometry (Å):
C  1.5228  1.7957  3.7357  -0.6505
C  1.3737  2.2818  2.3058  -0.0565
O  0.4976  1.5273  1.4814  -0.5440
C  0.4559  0.1313  1.7136  -0.1086
C  -0.1598  -0.4858  0.4775  -0.0049
C  -1.4042  -1.1163  0.5059  -0.1016
Br  -2.3313  -1.2278  2.1517  0.1112
C  -1.9939  -1.6443  -0.6496  -0.1435
I  -3.8832  -2.5412  -0.5197  0.2246
C  -1.3396  -1.5628  -1.8859  0.0051
C  -1.9737  -2.1008  -3.1465  -0.5779
C  -2.4776  -1.0170  -4.0676  0.5754
O  -2.1338  -0.8223  -5.1858  -0.4793
Cl  -3.7218  0.0144  -3.3284  -0.0773
C  -0.0895  -0.9357  -1.9203  -0.1374
C  0.4898  -0.4050  -0.7572  -0.0279
C  1.8437  0.2429  -0.8455  0.5280
O  2.5937  0.3532  0.0910  -0.4822
C  2.2693  0.7080  -2.2034  -0.3726
S  3.5524  1.9085  -2.4805  2.4232
O  2.9284  3.0912  -2.9564  -0.8851
O  4.6212  1.2907  -3.1832  -0.8828
F  4.0425  2.2084  -1.0467  -0.4536
C  1.7184  0.2134  -3.3060  -0.1607
C  0.6816  -0.8429  -3.2013  0.5202
O  0.5282  -1.5895  -4.1405  -0.4763
H  2.1644  0.9141  3.7936  0.2082
H  0.5695  1.5395  4.1982  0.2105
H  1.9951  2.5656  4.3457  0.2289
H  2.3603  2.3526  1.8376  0.1746
H  0.9579  3.2916  2.3187  0.1842
H  -0.1633  -0.0857  2.5759  0.1955
H  1.4498  -0.2915  1.8478  0.2144
H  -1.2613  -2.6879  -3.7172  0.2909
H  -2.8197  -2.7425  -2.9184  0.2668
H  2.0481  0.4899  -4.2995  0.2589
C  0.2236  4.8314  6.9743  -0.2130
C  0.5449  5.1419  8.2883  -0.2117
C  1.6850  5.8825  8.5674  -0.2108
C  2.5025  6.3156  7.5328  -0.2155
C  2.1808  6.0065  6.2185  -0.2023
C  1.0423  5.2632  5.9400  -0.2207
H  -0.6651  4.2533  6.7561  0.2124
H  -0.0942  4.8074  9.0951  0.2130
H  1.9369  6.1223  9.5923  0.2132
H  3.3903  6.8948  7.7507  0.2134
H  2.8172  6.3455  5.4113  0.2117
H  0.7920  5.0202  4.9149  0.2100
C  -1.6059  -6.9180  -5.5846  -0.2107
C  -2.8669  -7.3200  -5.1660  -0.2124
C  -3.8665  -6.3778  -4.9670  -0.2171
C  -3.6053  -5.0330  -5.1911  -0.2283
C  -2.3446  -4.6316  -5.6116  -0.1700
C  -1.3434  -5.5730  -5.8060  -0.2319
H  -0.8271  -7.6536  -5.7385  0.2135
H  -3.0713  -8.3691  -4.9957  0.2131
H  -4.8491  -6.6917  -4.6391  0.2128
H  -4.3866  -4.2976  -5.0411  0.2092
H  -2.1411  -3.5827  -5.7920  0.2075
H  -0.3600  -5.2574  -6.1295  0.2164

Atomic forces in eV per Å
C 0.1 -0.3 0.1
C 0.1 0.4 0.2
O -0.2 0.0 0.0
C 0.0 0.1 -0.3
C 0.0 -0.1 0.0
C 0.0 0.0 -0.1
Br 0.0 0.0 0.0
C 0.0 0.0 0.0
I 0.1 0.0 0.0
C -0.2 0.0 0.3
C 0.1 -0.2 -0.2
C 0.3 0.1 -0.5
O -0.2 -0.1 0.3
Cl -0.1 0.1 0.1
C 0.1 0.1 0.1
C -0.1 0.0 -0.2
C 0.2 0.0 0.0
O 0.0 -0.1 -0.1
C -0.1 0.1 -0.1
S -0.1 -0.1 -0.5
O 0.1 0.0 0.1
O -0.1 0.1 0.2
F 0.1 0.0 0.1
C 0.1 0.1 0.3
C 0.0 -0.1 -0.2
O 0.1 0.1 0.1
H 0.0 0.0 0.0
H -0.1 0.1 0.0
H 0.0 0.1 0.0
H 0.0 -0.1 -0.1
H -0.1 0.0 -0.1
H 0.1 -0.1 0.1
H 0.0 0.0 0.2
H 0.0 0.0 0.0
H -0.1 0.0 0.1
H 0.0 -0.1 -0.1
C 0.0 0.0 0.0
C 0.0 0.0 0.0
C 0.0 0.0 0.0
C 0.0 0.0 0.0
C 0.0 0.0 0.0
C 0.0 0.0 0.0
H 0.0 0.0 0.0
H 0.0 0.0 0.0
H 0.0 0.0 0.0
H 0.0 0.0 0.0
H 0.0 0.0 0.0
H 0.0 0.0 0.0
C 0.0 0.0 0.0
C 0.0 0.0 0.0
C 0.0 0.0 0.0
C 0.0 0.0 0.0
C 0.0 0.1 0.0
C 0.0 0.0 0.0
H 0.0 0.0 0.0
H 0.0 0.0 0.0
H 0.0 0.0 0.0
H 0.0 0.0 0.0
H 0.0 0.0 0.0
H 0.0 0.0 0.0